The following is a DFT calculation (wB97M-V/def2-TZVPD) of 13 unconnected molecules or ions with the total composition C6H38NO17S.

Last column: Mulliken charge in e.
Geometry (Å):
C -3.83 -3.55 3.62  -0.85
O -3.56 -3.37 2.19  -0.51
C -2.42 -2.63 1.87  -0.48
C -2.93 -1.30 1.44  -0.60
N -2.18 -0.72 0.26  1.18
H -1.37 -0.28 0.62  -0.72
H -2.08 -1.52 -0.44  0.35
C -2.90 0.38 -0.23  -0.45
C -2.05 1.13 -1.31  0.48
O -2.89 1.81 -2.30  -0.48
C -2.90 1.29 -3.59  -0.51
H -3.32 -4.27 4.02  0.41
H -4.86 -3.55 4.04  0.29
H -3.44 -2.65 4.03  0.33
H -2.13 -3.16 0.95  0.25
H -1.78 -2.46 2.70  0.56
H -2.95 -0.58 2.31  0.31
H -3.89 -1.49 1.06  0.58
H -3.29 1.33 0.44  0.18
H -3.66 -0.29 -0.78  0.37
H -1.41 0.50 -1.70  -0.18
H -1.41 1.96 -0.82  0.05
H -1.97 1.53 -4.04  0.22
H -3.78 1.72 -4.09  0.27
H -3.04 0.11 -3.63  0.19
S 1.50 0.26 -0.39  -0.16
O 1.15 -0.45 -1.74  -0.58
O 0.50 -0.08 0.64  -0.69
O 2.83 -0.11 0.10  -0.36
O 1.39 1.69 -0.53  -0.42
O -0.55 1.95 1.88  -0.74
H -0.10 1.25 1.38  0.13
H 0.18 2.51 2.02  0.58
O 0.19 -0.89 3.42  -0.60
H 0.71 -1.74 3.36  0.33
H 0.19 -0.73 2.56  0.26
O 4.02 1.52 1.82  -0.71
H 3.70 0.79 1.12  0.56
H 4.16 1.03 2.61  0.28
O 2.73 -2.18 -2.53  -0.65
H 1.89 -1.75 -2.31  0.33
H 2.74 -3.02 -1.94  0.31
O 3.55 3.14 -1.33  -0.55
H 2.78 2.88 -1.04  0.27
H 3.51 4.02 -1.44  0.32
O -0.72 -2.14 -1.68  -0.76
H -0.12 -1.38 -1.66  0.50
H -0.56 -2.60 -2.64  0.34
O 0.53 0.44 -3.99  -0.74
H 0.23 1.20 -3.74  0.24
H 0.85 -0.15 -3.06  0.44
O 2.03 3.32 1.63  -0.81
H 2.68 2.88 2.24  0.40
H 1.91 2.56 0.85  0.18
O 5.10 -0.28 -1.08  -0.71
H 4.96 0.24 -1.91  0.31
H 4.27 -0.29 -0.54  0.45
O 3.62 -2.03 1.55  -0.72
H 3.15 -1.26 0.97  0.29
H 3.07 -2.24 2.28  0.23
O 0.30 3.93 -1.34  -0.69
H 0.72 3.17 -1.12  0.58
H 0.95 4.64 -1.08  0.33

Calculated values
Energy relative to the best compared isomer or geometry (same formula, charge and spin): 3.001 eV
Total charge: -1
Spin multiplicity: 1
Calculated total energy: -1983.28193 a.u.
HOMO-LUMO gap: 0.328 Eh